C3H4N4S | wB97M-V/def2-TZVPD

Geometry as XYZ:
```
12
Properties=species:S:1:pos:R:3:nbo_charge:R:1
H -1.40357 -0.83416 2.29367 0.382
N -0.49353 -0.86387 1.80895 -0.650
C -0.50049 -0.40841 0.64754 0.516
N -1.62581 -0.10691 -0.16744 -0.435
C -1.29268 0.45237 -1.19490 0.113
C 0.24520 0.49947 -1.38010 -0.042
S 0.97046 1.19785 -2.60515 0.082
N 0.66954 -0.23002 -0.21688 -0.301
N 1.83753 -0.15342 0.51510 -0.633
H -2.03850 0.92690 -1.79276 0.213
H 2.05045 -1.10247 0.87362 0.388
H 1.58141 0.62265 1.21835 0.368
```

Values from the calculation:
Structure (SMILES): [H]/N=C1\N=CC(=S)N1N
Multiplicity: 1
Kohn-Sham gap (eV): 8.04
ΔE to the lowest compared entry with this formula, charge and spin (kJ/mol): 142.78


C10H12BrMnNP | wB97M-V/def2-TZVPD

Geometry as XYZ:
```
26
Properties=species:S:1:pos:R:3:mulliken_spin:R:1
C -0.15226 -1.43230 -1.14642 -0.070
C 1.26499 -1.56247 -1.29899 0.061
C 1.84768 -1.76657 -0.03403 0.016
C 0.82617 -1.98281 0.91195 0.007
C -0.45766 -1.84340 0.25049 0.027
Mn -0.61832 0.31271 0.50654 4.123
P -2.18248 1.32720 -0.79747 -0.063
H -0.90596 -1.30845 -1.91816 -0.005
H 1.81874 -1.58153 -2.22617 0.003
H 2.91820 -1.85945 0.16981 0.000
H -1.42885 -2.14417 0.63238 0.022
H 0.95443 -2.30544 1.94510 0.006
H -3.45792 0.88311 -0.28474 0.003
H -2.18703 1.18578 -2.21990 -0.032
H -2.07798 2.73319 -0.52041 0.004
Br 0.36503 5.06542 2.83784 -0.001
C 1.02571 3.29328 2.64048 0.029
C 2.04439 2.79762 3.46470 -0.044
C 2.47716 1.47249 3.29413 -0.002
C 1.84736 0.66057 2.35980 0.021
N 0.80120 1.14960 1.66020 0.019
C 0.43416 2.46819 1.69290 -0.025
H 2.47733 3.44417 4.23093 -0.005
H 3.27134 1.04293 3.89682 0.000
H 2.15826 -0.37147 2.16920 -0.011
H -0.35907 2.75649 0.99213 -0.083
```

Values from the calculation:
Multiplicity: 5
Kohn-Sham gap (alpha / beta) (eV): 6.91 / 4.98


C30H24AuClNO4P | wB97M-V/def2-TZVPD

Geometry as XYZ:
```
62
Properties=species:S:1:pos:R:3:mulliken_spin:R:1
C 2.27337 -0.08939 -0.76845 0.150
C 1.41167 -0.36765 -1.85835 0.150
C 0.74149 0.79842 -2.23471 0.067
H 1.30314 -1.34113 -2.34223 0.018
C 1.16550 1.87595 -1.41192 0.212
C 2.22755 1.38541 -0.55165 -0.033
H 2.85495 1.95678 0.11564 0.004
H 2.96893 -0.77661 -0.29694 0.002
H 0.00571 0.87578 -3.05351 0.006
H 0.86037 2.90742 -1.52591 -0.002
Au 0.74121 0.77243 0.86479 0.275
Cl -1.54023 1.34573 1.42888 0.138
P -2.36499 -1.14826 -0.63935 0.305
C -3.07589 -0.13718 -1.90716 0.098
C -3.58302 -0.72058 -3.08029 0.040
H -3.47818 -1.79184 -3.23628 0.003
C -4.25047 0.06462 -4.02147 -0.015
H -4.69378 -0.40604 -4.90915 0.000
C -4.37298 1.44879 -3.81645 0.039
H -4.92371 2.05927 -4.54200 0.002
C -3.79945 2.05306 -2.68071 -0.016
H -3.89525 3.14150 -2.53479 0.000
C -3.13560 1.26793 -1.74178 0.038
H -2.67630 1.70119 -0.85081 0.006
C -1.86076 -2.73524 -1.28783 0.126
C -1.10596 -2.80144 -2.47688 0.051
H -0.82273 -1.89043 -2.99512 0.004
C -0.72735 -4.03690 -2.99432 -0.035
H -0.17882 -4.10017 -3.94668 -0.001
C -1.07463 -5.21905 -2.30268 0.083
H -0.82042 -6.20391 -2.73570 0.004
C -1.74680 -5.14446 -1.06397 -0.037
H -2.01466 -6.06954 -0.53292 -0.001
C -2.08574 -3.90286 -0.53426 0.062
H -2.55402 -3.83390 0.44049 0.007
C -3.47686 -1.35916 0.71410 0.093
C -4.85524 -1.39184 0.44328 0.033
H -5.19815 -1.24000 -0.58323 0.002
C -5.76459 -1.65294 1.47256 -0.003
H -6.83411 -1.74409 1.23769 0.001
C -5.30220 -1.80708 2.78984 0.013
H -6.01451 -2.01817 3.59393 0.001
C -3.93011 -1.69512 3.08363 -0.004
H -3.57198 -1.79240 4.12342 0.000
C -3.02265 -1.47677 2.04948 0.039
H -1.95652 -1.36533 2.24666 -0.018
O 1.79959 -2.49377 3.03556 0.009
C 1.44195 -1.37909 2.64623 0.011
O 0.34961 -1.09967 1.98823 0.079
C 2.35363 -0.20207 2.94503 -0.003
C 1.87559 1.15076 3.01347 0.006
C 2.72113 2.23341 3.30717 0.003
C 4.06060 1.99771 3.54966 -0.001
C 4.58260 0.69011 3.48826 -0.001
C 3.74415 -0.38726 3.17295 -0.001
N 4.92105 3.10731 3.81919 0.000
O 4.43907 4.25120 3.78706 0.000
O 6.12775 2.89405 4.07537 0.000
H 0.79567 1.38909 2.85366 -0.010
H 2.32904 3.24836 3.33481 0.001
H 5.64337 0.53718 3.69558 0.000
H 4.12259 -1.39727 3.14756 0.001
```

Values from the calculation:
Multiplicity: 3
Kohn-Sham gap (alpha / beta) (eV): 7.14 / 4.88
ΔE to the lowest compared entry with this formula, charge and spin (kJ/mol): 0.00


C6H15NO | wB97M-V/def2-TZVPD

Geometry as XYZ:
```
23
Properties=species:S:1:pos:R:3:nbo_charge:R:1
C 1.31223 0.85990 1.83611 -0.431
N 1.00287 0.06075 0.61839 -0.445
C 2.14923 -0.84134 0.32685 -0.416
C -0.19655 -0.69602 0.73964 -0.225
C -1.48870 0.04185 0.52136 -0.400
C -1.56053 0.85212 -0.80284 -0.431
C -0.83522 0.28417 -1.96993 -0.058
O -1.70721 -0.50723 -2.75536 -0.730
H 1.43233 0.32404 2.85554 0.173
H 2.28344 1.43905 1.73057 0.206
H 0.45419 1.60960 1.94378 0.206
H 3.10078 -0.36970 0.21332 0.204
H 2.01862 -1.41757 -0.64180 0.197
H 2.27099 -1.53341 1.18469 0.169
H -0.26096 -1.28920 1.73611 0.158
H -0.23092 -1.44067 0.08859 0.193
H -1.79277 0.89617 1.20454 0.204
H -2.32512 -0.71522 0.67230 0.212
H -2.65067 0.81457 -1.11861 0.227
H -1.31640 1.84599 -0.63705 0.208
H -0.00883 -0.35539 -1.74526 0.165
H -0.52982 1.16331 -2.67956 0.152
H -1.12099 -1.02578 -3.32138 0.462
```

Values from the calculation:
Structure (SMILES): CN(C)CCCCO
Multiplicity: 1
Kohn-Sham gap (eV): 9.66
ΔE to the lowest compared entry with this formula, charge and spin (kJ/mol): 270.70


What is the multiplicity in the second record? 5


multiplicity of number 3 (C30H24AuClNO4P)? 3